# 1
{"formula": "CH11NO4", "method": "ωB97M-V with the def2-TZVPD basis set", "orbital_gap_ev": 9.3, "e_tot_ev": -10891.73228, "relative_energy_ev": 4.293, "mol_weight_g_mol": 101.10, "species": ["C", "N", "H", "H", "H", "H", "H", "O", "H", "H", "O", "H", "H", "O", "H", "H", "O"], "positions_angstrom": [[0.6499, -1.3420, 2.0609], [0.6555, -0.6738, 0.9372], [0.2062, -0.9278, 2.9798], [1.2250, -2.2665, 2.2380], [1.6722, -0.6386, 1.4487], [-0.4900, 0.9436, 1.0394], [-1.7759, 1.7394, 0.7770], [-0.9660, 1.7417, 1.3077], [-1.6214, -0.6353, -1.4214], [-1.2766, -0.5105, 0.0966], [-1.9856, -0.4392, -0.5535], [2.3007, 0.7607, -1.1854], [1.2926, -0.1626, -0.4639], [1.6015, 0.1181, -1.3484], [-0.0050, 0.5592, -2.0588], [-0.7000, 0.7437, -3.3887], [-0.7832, 0.9897, -2.4650]], "forces_ev_per_a": [[-0.412, 0.563, 0.611], [0.647, -0.720, 2.448], [-0.909, -0.413, -0.190], [0.206, 0.046, -0.174], [0.258, 0.058, -1.598], [0.083, 0.244, 0.001], [0.294, -0.043, 0.020], [-0.295, 0.084, 0.108], [0.152, 0.354, 0.038], [-0.108, -0.138, -0.497], [-0.540, -0.445, 0.758], [-0.166, 0.061, -0.195], [0.172, -0.007, -0.620], [0.388, 0.030, -0.100], [0.100, 0.545, -0.088], [-0.035, 0.147, -0.248], [0.166, -0.367, -0.274]], "lowdin_charge": [-0.0333, -0.0481, 0.1051, 0.0983, 0.1657, -0.0459, 0.0367, -0.0835, 0.0206, -0.0231, -0.0648, 0.0575, -0.0507, -0.0819, -0.0121, 0.0393, -0.0798]}



# 2
{"formula": "CH11NO5", "method": "ωB97M-V with the def2-TZVPD basis set", "orbital_gap_ev": 10.4, "e_tot_ev": -12942.16588, "relative_energy_ev": 1.965, "smiles": "NC=O.O.O.O.O", "mol_weight_g_mol": 117.10, "species": ["N", "C", "O", "H", "H", "H", "O", "H", "H", "O", "H", "H", "O", "H", "H", "O", "H", "H"], "positions_angstrom": [[-1.7143, -1.4584, -0.7336], [-1.9074, -2.4840, 0.1884], [-1.0645, -2.8702, 0.9382], [-2.5366, -1.3457, -1.3219], [-0.8985, -1.6416, -1.2949], [-2.7353, -3.1375, 0.0093], [1.4742, -2.5450, -1.4641], [2.0994, -2.1214, -0.8725], [1.5935, -3.4699, -1.4771], [4.5106, 4.0898, 2.5417], [3.6624, 4.4285, 2.3223], [4.4240, 3.8907, 3.4035], [-1.8133, 1.7249, -2.2090], [-1.8435, 0.7857, -1.9151], [-2.2825, 2.2478, -1.5724], [-0.3371, 2.1037, 0.7966], [-0.6119, 2.7850, 1.4051], [0.4144, 2.6665, 0.4908]], "forces_ev_per_a": [[-1.107, 0.042, -0.083], [1.231, -0.538, -1.218], [0.755, 0.187, 0.978], [0.248, -0.116, 0.023], [0.676, 0.286, 0.089], [-1.700, 0.039, 0.166], [-0.718, 1.880, -0.469], [0.062, -0.372, 0.124], [0.496, -1.462, 0.309], [1.179, 0.715, -4.201], [-1.052, 0.530, -0.628], [-0.122, -1.242, 4.833], [0.337, -1.339, -0.697], [0.037, 1.285, 0.075], [-0.273, 0.091, 0.683], [1.381, 1.419, -0.361], [-1.153, -0.091, 0.953], [-0.277, -1.314, -0.578]], "lowdin_charge": [0.0948, -0.4045, 0.0478, 0.0830, 0.0738, 0.1107, -0.0329, 0.0467, 0.0138, 0.0114, 0.0212, -0.0326, -0.0688, 0.0157, 0.0137, -0.0654, 0.0168, 0.0548]}



# 3
{"formula": "CH11NO5", "method": "ωB97M-V with the def2-TZVPD basis set", "orbital_gap_ev": 10.7, "e_tot_ev": -12944.13137, "relative_energy_ev": 0.000, "smiles": "NC=O.O.O.O.O", "mol_weight_g_mol": 117.10, "species": ["N", "C", "O", "H", "H", "H", "O", "H", "H", "O", "H", "H", "O", "H", "H", "O", "H", "H"], "positions_angstrom": [[0.4085, -0.2781, 1.8616], [-0.4875, -1.2702, 1.7075], [-0.3600, -2.1935, 0.9144], [0.1150, 0.5699, 2.3353], [1.1841, -0.2634, 1.2083], [-1.3693, -1.1371, 2.3533], [-0.1442, 2.2093, 1.9800], [0.1919, 3.0823, 2.1969], [-0.1412, 2.1737, 1.0023], [-0.3414, 1.5416, -0.7873], [-1.2814, 1.3395, -0.8208], [0.1127, 0.6828, -0.9331], [-0.0687, -0.0518, -3.5921], [-0.1063, 0.8471, -3.2352], [0.2548, 0.0793, -4.4886], [0.9289, -0.8574, -1.0365], [0.4134, -1.4736, -0.4811], [0.7779, -0.9946, -1.9825]], "forces_ev_per_a": [[-0.408, -1.146, 0.041], [0.535, 0.652, -0.051], [-0.327, -0.201, 0.073], [0.425, -0.092, -0.136], [-0.104, 0.181, 0.229], [-0.019, -0.286, -0.005], [-0.103, 0.996, -0.219], [-0.033, 0.071, 0.146], [-0.048, -0.208, 0.006], [-0.129, 0.337, -0.137], [-0.038, -0.027, -0.010], [0.148, -0.227, 0.251], [0.051, 0.334, -0.065], [-0.046, -0.129, 0.144], [0.015, -0.170, -0.069], [0.311, 0.595, -0.139], [-0.047, -0.423, -0.227], [-0.180, -0.257, 0.167]], "lowdin_charge": [0.1325, -0.3838, -0.0241, 0.0476, 0.1057, 0.1344, -0.0761, 0.0591, 0.0191, -0.0723, 0.0604, -0.0045, -0.0486, 0.0378, 0.0518, -0.0780, 0.0092, 0.0300]}



# 4
{"formula": "CH11NO5", "method": "ωB97M-V with the def2-TZVPD basis set", "orbital_gap_ev": 10.3, "e_tot_ev": -12942.38804, "relative_energy_ev": 1.743, "smiles": "NC=O.O.O.O.O", "mol_weight_g_mol": 117.10, "species": ["N", "C", "O", "H", "H", "H", "O", "H", "H", "O", "H", "H", "O", "H", "H", "O", "H", "H"], "positions_angstrom": [[-2.3230, 1.7120, 0.3334], [-2.6940, 1.0918, -0.8235], [-1.9263, 0.3106, -1.4629], [-2.6860, 2.7095, 0.4493], [-1.4735, 1.4817, 0.8853], [-3.5816, 1.5582, -1.2061], [1.5855, 1.1463, -1.3631], [2.2665, 0.2926, -1.2962], [0.7902, 0.7343, -0.9531], [-0.2156, 0.3697, 1.3858], [0.1937, -0.3013, 0.7378], [0.4726, 0.2967, 2.2345], [3.9918, -2.0665, 1.8920], [3.1783, -2.3499, 1.4442], [4.5759, -1.6402, 1.2565], [0.2251, -1.9035, -0.4457], [-0.4485, -1.4310, -0.9225], [-0.1458, -2.7372, -0.0716]], "forces_ev_per_a": [[-0.849, 1.933, 0.351], [4.375, -0.239, -0.558], [-2.520, 1.035, 1.777], [0.423, -2.304, -0.039], [-0.618, -0.124, -0.964], [-0.873, -0.350, -0.676], [2.063, -4.079, 0.791], [-2.604, 3.477, -0.386], [0.503, 0.700, -0.525], [4.015, -1.748, 2.472], [-0.972, 0.988, 1.315], [-2.775, 0.388, -3.418], [-0.318, -0.145, 0.201], [0.608, 0.281, -0.077], [-0.323, -0.126, -0.148], [0.753, -1.047, 0.991], [-1.020, 0.152, -0.491], [0.132, 1.206, -0.616]], "lowdin_charge": [0.0878, -0.3460, -0.0538, 0.1317, 0.0561, 0.1084, -0.1385, 0.1282, -0.0189, -0.1617, 0.0235, 0.1606, -0.0655, 0.0314, 0.0329, -0.0634, 0.0059, 0.0813]}